No. 1
A gas-phase ion, C5H12NO (charge +2) at a distorted geometry. Source: the Open Molecules 2025 dataset; level of theory: ωB97M-V/def2-TZVPD.

Output
HOMO (alpha / beta): -0.75245 / -0.75233 hartree
Charge: +2
Energy above the lowest of the compared OMol25 structures with the same formula, charge and spin: 45.43 kcal per mole
Lowest unoccupied orbital energy (alpha / beta): -10.30 / -13.96 eV
Spin multiplicity: 2
E: -8895.6918 eV

Each line ends with the Mulliken charge.
Atoms and positions in Å:
1 C -1.301 -1.880 0.338  -1.375
2 C -0.295 -0.847 -0.232  -0.095
3 C 0.205 0.053 0.960  -0.660
4 C 1.000 1.299 0.701  -0.637
5 C 1.979 1.574 -0.451  0.292
6 O 1.988 0.808 -1.403  -0.062
7 N -0.967 0.070 -1.247  -0.163
8 H -1.654 -2.668 -0.425  0.404
9 H -0.716 -2.394 1.006  0.428
10 H -2.224 -1.449 0.780  0.405
11 H 0.568 -1.241 -0.713  0.367
12 H -0.651 0.273 1.574  0.388
13 H 0.880 -0.646 1.580  0.419
14 H 0.270 2.279 0.827  0.433
15 H 1.618 1.404 1.655  0.421
16 H 2.580 2.518 -0.430  0.409
17 H -1.837 0.549 -0.987  0.387
18 H -0.290 0.789 -1.477  0.252
19 H -1.153 -0.492 -2.055  0.387

=====

No. 2
A molecular structure, C5H12NO2 at a distorted geometry. Source: the Open Molecules 2025 dataset; level of theory: ωB97M-V/def2-TZVPD.

Output
HOMO: -0.11783 hartree
Charge: -1
Energy above the lowest of the compared OMol25 structures with the same formula, charge and spin: 190.76 kcal per mole
Lowest unoccupied orbital energy: 2.52 eV
Spin multiplicity: 1
E: -10958.7182 eV

Each line ends with the Mulliken charge.
Atoms and positions in Å:
1 C -0.746 -2.188 -0.724  -0.642
2 O -2.085 -2.238 -0.463  -0.853
3 C -0.109 -0.820 -0.300  0.367
4 C -0.841 -0.284 0.873  -0.157
5 C -2.150 0.357 0.714  -0.695
6 C 1.794 2.481 -0.212  -0.544
7 O 2.173 1.382 -0.883  -0.831
8 N 1.418 -0.942 -0.214  -0.747
9 H -0.691 -2.483 -1.682  0.421
10 H -0.175 -2.870 -0.032  0.197
11 H -0.312 -0.206 -1.199  0.261
12 H -2.009 -0.955 0.726  0.257
13 H -0.307 -0.406 1.866  0.250
14 H -2.360 0.765 -0.320  0.229
15 H -2.345 1.128 1.430  0.380
16 H 1.096 2.261 0.577  0.114
17 H 2.752 2.839 0.319  0.175
18 H 1.353 3.380 -0.724  0.189
19 H 1.789 0.066 -0.423  0.409
20 H 1.756 -1.266 0.672  0.220

=====

No. 3
A gas-phase ion, C5H12NO2 (charge -1) at a distorted geometry. Source: the Open Molecules 2025 dataset; level of theory: ωB97M-V/def2-TZVPD.

Output
HOMO: -0.08907 hartree
Charge: -1
Energy above the lowest of the compared OMol25 structures with the same formula, charge and spin: 81.11 kcal per mole
Lowest unoccupied orbital energy: 3.53 eV
Spin multiplicity: 1
SMILES: C[C@@H](CC[O-])NCO
E: -10963.4727 eV

Each line ends with the Mulliken charge.
Atoms and positions in Å:
1 C -0.119 1.362 -1.229  -1.623
2 C -0.002 0.190 -0.226  1.122
3 C 1.369 -0.026 0.356  -1.021
4 C 2.386 -1.105 -0.399  -0.278
5 O 2.995 -1.853 0.486  -0.864
6 N -0.940 0.503 0.901  -0.475
7 C -2.302 0.118 0.770  -0.501
8 O -2.582 -1.250 0.492  -0.556
9 H 0.848 1.692 -1.620  0.397
10 H -0.832 1.123 -2.018  0.338
11 H -0.427 2.270 -0.700  0.369
12 H -0.358 -0.666 -0.815  0.171
13 H 2.021 0.824 0.580  0.365
14 H 1.301 -0.487 1.351  0.154
15 H 3.057 -0.396 -0.997  0.091
16 H 1.737 -1.586 -1.174  0.161
17 H -0.554 0.066 1.729  0.245
18 H -2.789 0.657 -0.060  0.262
19 H -2.882 0.414 1.653  0.312
20 H -1.928 -1.849 0.921  0.332

=====

No. 4
2 unconnected molecules or ions with the total composition C5H12NO2 at a distorted geometry. Source: the Open Molecules 2025 dataset; level of theory: ωB97M-V/def2-TZVPD.

Output
HOMO (alpha / beta): -0.28930 / -0.29826 hartree
Energy above the lowest of the compared OMol25 structures with the same formula, charge and spin: 73.72 kcal per mole
Lowest unoccupied orbital energy (alpha / beta): 0.97 / 0.02 eV
Spin multiplicity: 2
E: -10960.1751 eV

Each line ends with the Mulliken charge.
Atoms and positions in Å:
1 C 0.603 0.010 1.971  -0.450
2 O -0.195 1.117 2.422  -0.508
3 C 0.082 -0.747 0.794  -0.589
4 C 0.954 -0.855 -0.407  -0.543
5 C 0.099 -0.929 -1.865  -0.644
6 C -1.298 -0.845 -1.308  -0.141
7 O -1.903 0.202 -1.282  -0.514
8 N -0.277 1.950 -0.460  -0.358
9 H 0.838 -0.587 2.852  0.455
10 H 1.531 0.451 1.597  0.151
11 H -0.193 1.153 3.382  0.316
12 H -0.785 -1.372 0.967  0.469
13 H 1.478 0.072 -0.614  0.261
14 H 1.559 -1.762 -0.373  0.573
15 H 0.248 -1.943 -2.224  0.299
16 H 0.067 -0.178 -2.648  0.364
17 H -1.910 -1.767 -1.253  0.436
18 H 0.543 2.238 -0.961  0.128
19 H -0.716 2.769 -0.087  0.139
20 H -0.727 1.023 -0.501  0.156

=====

No. 5
2 unconnected molecules or ions with the total composition C5H12NO2 at a distorted geometry. Source: the Open Molecules 2025 dataset; level of theory: ωB97M-V/def2-TZVPD.

Output
HOMO (alpha / beta): -0.12865 / -0.33372 hartree
Energy above the lowest of the compared OMol25 structures with the same formula, charge and spin: 106.47 kcal per mole
Lowest unoccupied orbital energy (alpha / beta): 0.75 / 0.67 eV
Spin multiplicity: 2
E: -10958.7547 eV

Each line ends with the Mulliken charge.
Atoms and positions in Å:
1 O -1.839 -0.410 -1.958  -0.357
2 C -2.047 -1.014 -0.973  -0.051
3 C -1.320 -1.146 0.351  -0.120
4 C -1.242 0.182 1.191  -0.879
5 C -0.290 1.093 0.465  -0.176
6 C 0.981 1.172 0.777  -1.014
7 N 1.838 1.983 -0.076  -0.902
8 H -3.099 -1.725 -0.978  0.168
9 H -1.705 -1.981 0.940  0.380
10 H -0.243 -1.461 0.197  0.009
11 H -2.255 0.602 1.309  0.340
12 H -0.947 -0.265 2.140  0.327
13 H -0.921 1.554 -0.313  0.258
14 H 1.573 0.472 1.519  0.218
15 H 1.551 1.871 -1.105  0.520
16 H 2.757 2.021 0.125  0.600
17 H 1.613 2.964 0.044  0.675
18 H 2.456 -2.512 -1.009  0.289
19 H 1.137 -1.717 -1.636  0.328
20 O 2.002 -1.683 -1.010  -0.613

=====

No. 6
A molecular structure, C5H12NO2 at a distorted geometry. Source: the Open Molecules 2025 dataset; level of theory: ωB97M-V/def2-TZVPD.

Output
HOMO (alpha / beta): -0.42392 / -0.42394 hartree
Charge: +1
Energy above the lowest of the compared OMol25 structures with the same formula, charge and spin: 122.46 kcal per mole
Lowest unoccupied orbital energy (alpha / beta): -3.42 / -3.42 eV
Spin multiplicity: 1
E: -10953.3090 eV

Each line ends with the Mulliken charge.
Atoms and positions in Å:
1 C -1.894 0.487 0.872  -0.356
2 C -1.209 -0.317 -0.267  0.309
3 C -0.300 0.935 -0.260  0.542
4 C -1.994 -0.513 -1.605  -1.490
5 C 1.608 -0.252 1.238  -1.142
6 N 2.826 -0.573 0.494  -0.286
7 O -0.973 1.538 0.680  -0.275
8 O 0.432 1.431 -1.302  -0.466
9 H -2.849 0.940 0.672  0.300
10 H -1.899 0.369 2.051  0.215
11 H -0.810 -1.255 0.005  0.392
12 H -2.748 -1.218 -1.332  0.429
13 H -1.378 -0.996 -2.381  0.364
14 H -2.406 0.437 -2.052  0.334
15 H 1.136 -1.148 1.481  0.326
16 H 1.815 0.300 2.069  0.364
17 H 3.561 -0.875 1.100  0.345
18 H 3.078 0.120 -0.221  0.326
19 H 2.800 -1.410 -0.171  0.372
20 H 1.204 2.002 -1.069  0.396